Entry 1:
ORCA calculation (the ωB97M-V functional and the def2-TZVPD basis) on a cluster of 5 separate species, C15H34Cl8NO4PS in total in a non-equilibrium geometry.

Summary:
- Molecular weight: 639.11 g/mol
- F_max: 0.0412 hartree/bohr
- SMILES: CCOCP(N)(S)(CCCCO)CCCC(=O)O.ClCCl.ClCCl.ClCCl.ClCCl
- ΔE to the lowest compared entry with this formula, charge and spin: 7.7 kcal/mol
- Frontier orbital gap: 0.331 hartree
- Highest occupied orbital energy: -0.323 hartree
- Net charge: 0

XYZ file:
```
64
C15H34Cl8NO4PS the ωB97M-V functional and the def2-TZVPD basis
C -0.6986 2.6327 3.3740
C -0.2821 1.1686 3.4896
O 1.0913 0.9497 3.2252
C 1.4928 1.2317 1.9109
P 2.1766 -0.2438 0.9545
N 3.3967 0.8429 0.1337
S 0.7038 -1.6592 1.8693
C 3.5927 -1.2156 1.6682
C 3.6783 -2.6687 1.1477
C 3.5700 -3.7342 2.2617
C 4.9288 -4.1312 2.8334
O 5.0584 -3.6360 4.1723
C 1.5945 -0.6968 -0.7397
C 0.1043 -0.9619 -0.9910
C -0.8471 0.1332 -0.5086
C -2.2555 -0.2656 -0.8607
O -3.0564 -0.7693 -0.0858
O -2.5542 -0.0525 -2.1857
H -1.1727 2.7974 2.4052
H -1.4360 2.9124 4.1155
H 0.1577 3.2960 3.3924
H -0.9146 0.5184 2.8879
H -0.4353 0.8417 4.5159
H 2.2895 1.9659 1.9620
H 0.7057 1.6923 1.3125
H 2.9471 1.6471 -0.2924
H 4.0857 1.1889 0.7884
H 1.1341 -1.6896 3.1334
H 4.5281 -0.7387 1.3993
H 3.5295 -1.2250 2.7527
H 4.6161 -2.7864 0.6119
H 2.8922 -2.8798 0.4297
H 3.0293 -4.5940 1.8822
H 2.9920 -3.2891 3.0620
H 5.0144 -5.2165 2.8719
H 5.7432 -3.7527 2.2218
H 5.9032 -3.2019 4.2591
H 2.1603 -1.5454 -1.1083
H 1.8723 0.1374 -1.3748
H -0.2202 -1.9381 -0.6453
H -0.0093 -0.9916 -2.0758
H -0.8431 0.2268 0.5706
H -0.6020 1.0939 -0.9556
H -3.4972 0.1622 -2.2182
C -4.6808 -1.3544 -4.7402
Cl -5.0507 -1.4030 -6.4630
Cl -5.6391 -0.1265 -3.8875
H -4.9138 -2.3195 -4.3079
H -3.6300 -1.1217 -4.6128
C -2.7724 2.6516 -4.5668
Cl -2.7659 1.7097 -6.0615
Cl -2.3448 4.3445 -4.8453
H -3.7706 2.6122 -4.1461
H -2.0525 2.2176 -3.8858
C 1.3743 2.3739 6.4524
Cl 0.9658 4.0614 6.1101
Cl 2.6176 2.2324 7.7000
H 0.4806 1.8684 6.7975
H 1.7417 1.9171 5.5397
C -7.2496 1.6614 -8.4921
Cl -7.5019 3.0235 -9.5925
Cl -5.5838 1.5649 -7.9141
H -7.9025 1.7849 -7.6369
H -7.4861 0.7456 -9.0200
```

Partial charges, Löwdin, in e: atom 1 (C): -0.09, atom 2 (C): -0.29, atom 3 (O): -0.25, atom 4 (C): -0.32, atom 5 (P): 0.64, atom 6 (N): -0.19, atom 7 (S): 0.58, atom 8 (C): -0.30, atom 9 (C): -0.26, atom 10 (C): -0.19, atom 11 (C): -0.25, atom 12 (O): -0.07, atom 13 (C): -0.29, atom 14 (C): -0.27, atom 15 (C): -0.14, atom 16 (C): -0.48, atom 17 (O): 0.11, atom 18 (O): 0.05, atom 19 (H): 0.07, atom 20 (H): 0.07, atom 21 (H): 0.06, atom 22 (H): 0.09, atom 23 (H): 0.11, atom 24 (H): 0.09, atom 25 (H): 0.09, atom 26 (H): 0.02, atom 27 (H): 0.02, atom 28 (H): -0.16, atom 29 (H): 0.07, atom 30 (H): 0.08, atom 31 (H): 0.10, atom 32 (H): 0.07, atom 33 (H): 0.11, atom 34 (H): 0.08, atom 35 (H): 0.11, atom 36 (H): 0.11, atom 37 (H): 0.07, atom 38 (H): 0.09, atom 39 (H): 0.08, atom 40 (H): 0.09, atom 41 (H): 0.12, atom 42 (H): 0.07, atom 43 (H): 0.13, atom 44 (H): 0.07, atom 45 (C): -1.01, atom 46 (Cl): 0.50, atom 47 (Cl): 0.53, atom 48 (H): 0.03, atom 49 (H): 0.01, atom 50 (C): -1.03, atom 51 (Cl): 0.50, atom 52 (Cl): 0.52, atom 53 (H): 0.01, atom 54 (H): 0.01, atom 55 (C): -1.03, atom 56 (Cl): 0.52, atom 57 (Cl): 0.51, atom 58 (H): 0.03, atom 59 (H): 0.01, atom 60 (C): -1.02, atom 61 (Cl): 0.50, atom 62 (Cl): 0.47, atom 63 (H): 0.02, atom 64 (H): 0.02



Entry 2:
ORCA calculation (the ωB97M-V functional and the def2-TZVPD basis) on a structure of composition C42H75F3I2N3O42P2S11 in a non-equilibrium geometry.

Summary:
- Molecular weight: 2019.53 g/mol
- F_max: 0.1612 hartree/bohr
- Frontier orbital gap: 0.296 hartree
- Highest occupied orbital energy: -0.412 hartree
- Net charge: +1

XYZ file:
```
180
C42H75F3I2N3O42P2S11 the ωB97M-V functional and the def2-TZVPD basis
C -0.2540 -5.5356 -3.7535
C 0.1293 -4.3937 -3.1869
N 0.8040 -3.2109 -2.4848
C 2.1727 -3.1844 -3.1205
O 3.2888 -2.7995 -2.3235
C 4.4039 -2.1959 -2.9863
C 5.5395 -3.2113 -3.5727
O 6.8654 -2.7211 -3.1316
C 7.2478 -1.5177 -3.8565
C 8.6593 -1.8191 -4.6531
C 0.7894 -3.4515 -0.9752
C 1.5300 -4.6878 -0.3259
I 0.3674 -6.6509 -0.3762
C 2.9473 -5.3716 -0.6292
C 3.1304 -6.1803 -2.0547
I 4.8393 -4.4144 0.0472
P -1.0557 -3.5078 -0.2616
C -0.9759 -3.9709 1.6212
O -2.0579 -4.7202 -0.9279
C 1.1300 -1.9736 -0.2826
C 2.4701 -1.9017 0.6044
C 2.4640 -0.5980 1.6276
C 2.5050 -1.1017 3.1958
C 0.9892 -1.1971 3.8216
O 0.7523 -0.0918 4.7855
C -0.6325 0.3291 4.7381
O -1.5983 -0.4583 5.0281
N 1.1805 -0.8425 -1.2265
C 0.0342 -0.6739 -2.1551
C -1.2932 -0.1359 -1.3998
C -1.3482 1.3956 -0.9053
C -0.3821 1.8331 0.2916
F 1.0203 1.8658 0.0072
F -0.7621 1.0970 1.4694
F -0.7374 3.2314 0.5930
P 0.6163 0.8069 -3.2667
S 2.3139 0.6033 -4.1611
C -0.1270 -2.0730 -2.9559
S -1.9136 -2.6415 -3.2945
O 0.1212 -1.7257 -4.3849
C -1.0597 -1.4256 -5.1277
N -1.7195 -0.5737 -5.7530
H -0.6983 -6.4390 -4.3113
H 2.3591 -4.2062 -3.6669
H 2.3150 -2.4627 -4.0335
H 4.1913 -1.4487 -3.8335
H 4.9711 -1.5741 -2.1694
H 5.4680 -4.2863 -3.1798
H 5.5821 -3.1843 -4.7397
H 7.4514 -0.6665 -3.0944
H 6.4613 -1.1775 -4.6261
H 8.5230 -1.7248 -5.7920
H 9.4243 -1.0399 -4.2773
H 9.0540 -2.8794 -4.4327
H 1.5536 -4.5331 0.8470
H 3.0000 -6.2766 0.1371
H 2.2007 -6.1443 -2.7248
H 4.0172 -5.7926 -2.6757
H 3.3470 -7.3164 -1.8746
H -1.1415 -5.0962 1.8006
H 0.0134 -3.5863 2.0905
H -1.8240 -3.3764 2.1624
H -2.5052 -5.2146 -0.1780
H 0.3291 -1.6450 0.5114
H 2.6467 -2.7773 1.3264
H 3.4483 -1.7245 -0.0114
H 1.4373 -0.1025 1.5064
H 3.3687 0.0921 1.4554
H 3.0861 -0.3238 3.8425
H 3.0500 -2.1059 3.3327
H 0.8099 -2.2111 4.3733
H 0.1679 -1.1469 2.9978
H -0.8597 1.4368 4.4630
H 2.1049 -0.6252 -1.6196
H -2.2653 -0.1963 -2.0538
H -1.5716 -0.7517 -0.4432
H -1.3366 2.1923 -1.7629
H -2.4322 1.5159 -0.4674
H 0.7647 2.0364 -2.4984
H -0.4660 1.1054 -4.1991
H -2.7393 -2.3047 -2.2316
C 1.1226 -0.6584 8.6396
C 1.0619 0.8409 8.3809
O 1.3469 1.4467 9.6404
S 2.3739 0.4937 10.4660
O 3.7048 0.9963 10.2753
O 1.8147 0.2400 11.7615
O 2.2013 -0.8418 9.5557
H 0.2053 -1.0138 9.1183
H 1.2981 -1.2277 7.7250
H 0.0859 1.1600 8.0121
H 1.8370 1.1505 7.6729
C 9.0414 -7.2401 0.1322
C 9.6701 -7.0488 -1.2411
O 9.0787 -8.0539 -2.0633
S 7.5585 -8.3259 -1.5575
O 6.6659 -7.5639 -2.3882
O 7.4018 -9.7326 -1.3288
O 7.6768 -7.5771 -0.1189
H 9.5057 -8.0747 0.6658
H 9.1048 -6.3386 0.7441
H 10.7553 -7.1572 -1.2207
H 9.4102 -6.0723 -1.6616
C -0.3131 4.8744 -2.5015
C -0.4687 6.3391 -2.8837
O -0.2510 6.3802 -4.2954
S -0.7774 4.9915 -4.9529
O -2.1011 5.2103 -5.4659
O 0.2817 4.4327 -5.7415
O -0.9036 4.1380 -3.5743
H 0.7427 4.5932 -2.4360
H -0.8099 4.6394 -1.5582
H 0.2435 6.9822 -2.3653
H -1.4840 6.6912 -2.6887
C -1.9679 -10.7429 0.2824
C -2.7856 -11.3520 1.4131
O -2.5373 -10.5159 2.5431
S -2.2968 -8.9925 2.0326
O -3.5323 -8.2730 2.1654
O -1.0572 -8.5206 2.5793
O -2.0735 -9.3293 0.4578
H -0.9126 -11.0186 0.3657
H -2.3422 -11.0341 -0.7006
H -2.4983 -12.3825 1.6258
H -3.8565 -11.3116 1.1918
C -4.7203 1.0942 4.3369
C -4.8824 2.5623 3.9650
O -4.6624 2.6148 2.5560
S -5.1829 1.2242 1.8869
O -6.5063 1.4360 1.3702
O -4.1171 0.6762 1.0944
O -5.3046 0.3625 3.2588
H -3.6637 0.8182 4.4025
H -5.2177 0.8492 5.2770
H -4.1741 3.2050 4.4898
H -5.9018 2.9089 4.1609
C -3.4998 7.2947 -7.4850
C -4.7804 6.8680 -6.7816
O -5.8172 7.6221 -7.4086
S -5.4245 7.8682 -8.9671
O -6.0940 6.8771 -9.7613
O -5.5107 9.2736 -9.2396
O -3.8566 7.4558 -8.8581
H -3.1461 8.2597 -7.1096
H -2.7065 6.5531 -7.3821
H -4.7527 7.0679 -5.7096
H -4.9867 5.8062 -6.9479
C -10.4858 -0.4223 -0.1980
C -9.9329 -1.5951 -0.9972
O -8.5242 -1.3762 -1.0508
S -8.0511 -0.6280 0.3166
O -7.5461 -1.6231 1.2219
O -7.3098 0.5477 -0.0373
O -9.5252 -0.1769 0.8299
H -10.5600 0.4770 -0.8165
H -11.4616 -0.6440 0.2378
H -10.3529 -1.6487 -2.0025
H -10.1083 -2.5430 -0.4790
C 0.5706 8.1634 1.3584
C -0.7095 7.7376 2.0640
O -1.7477 8.4908 1.4379
S -1.3583 8.7355 -0.1205
O -2.0292 7.7417 -0.9134
O -1.4456 10.1394 -0.3949
O 0.2101 8.3230 -0.0150
H 0.9251 9.1282 1.7320
H 1.3646 7.4215 1.4609
H -0.6802 7.9386 3.1357
H -0.9164 6.6754 1.8988
C -0.1916 11.9343 6.0386
C -1.3277 11.1966 5.3436
O -0.6981 10.4262 4.3200
S 0.7810 9.9817 4.8264
O 0.6944 8.6444 5.3444
O 1.7368 10.3717 3.8302
O 0.8927 11.0057 6.0815
H 0.1279 12.8043 5.4575
H -0.4619 12.2516 7.0472
H -2.0653 11.8767 4.9155
H -1.8264 10.5045 6.0290
```

Atomic partial charges in e from the Löwdin method, atoms 1 to 99: atom 1 (C): 0.17, atom 2 (C): -0.18, atom 3 (N): -0.07, atom 4 (C): -0.12, atom 5 (O): -0.23, atom 6 (C): -0.19, atom 7 (C): -0.15, atom 8 (O): -0.24, atom 9 (C): -0.25, atom 10 (C): -0.08, atom 11 (C): -0.38, atom 12 (C): -0.54, atom 13 (I): 1.05, atom 14 (C): -0.78, atom 15 (C): -0.20, atom 16 (I): 0.91, atom 17 (P): 0.94, atom 18 (C): -0.24, atom 19 (O): -0.45, atom 20 (C): -0.28, atom 21 (C): -0.17, atom 22 (C): -0.15, atom 23 (C): -0.13, atom 24 (C): -0.17, atom 25 (O): -0.13, atom 26 (C): -0.21, atom 27 (O): 0.01, atom 28 (N): -0.01, atom 29 (C): -0.44, atom 30 (C): -0.17, atom 31 (C): -0.10, atom 32 (C): -0.33, atom 33 (F): 0.04, atom 34 (F): 0.04, atom 35 (F): 0.01, atom 36 (P): 0.47, atom 37 (S): 0.25, atom 38 (C): -0.48, atom 39 (S): 0.97, atom 40 (O): -0.20, atom 41 (C): -0.38, atom 42 (N): 0.17, atom 43 (H): 0.11, atom 44 (H): 0.16, atom 45 (H): 0.16, atom 46 (H): 0.08, atom 47 (H): 0.15, atom 48 (H): 0.10, atom 49 (H): 0.14, atom 50 (H): 0.13, atom 51 (H): 0.12, atom 52 (H): 0.07, atom 53 (H): 0.08, atom 54 (H): 0.08, atom 55 (H): 0.09, atom 56 (H): 0.03, atom 57 (H): 0.02, atom 58 (H): 0.05, atom 59 (H): 0.10, atom 60 (H): 0.03, atom 61 (H): 0.04, atom 62 (H): 0.08, atom 63 (H): 0.07, atom 64 (H): 0.12, atom 65 (H): 0.06, atom 66 (H): 0.08, atom 67 (H): 0.07, atom 68 (H): 0.12, atom 69 (H): 0.13, atom 70 (H): 0.11, atom 71 (H): 0.14, atom 72 (H): 0.11, atom 73 (H): 0.17, atom 74 (H): 0.09, atom 75 (H): 0.12, atom 76 (H): 0.10, atom 77 (H): 0.11, atom 78 (H): 0.14, atom 79 (H): 0.00, atom 80 (H): 0.02, atom 81 (H): -0.04, atom 82 (C): -0.17, atom 83 (C): -0.18, atom 84 (O): -0.19, atom 85 (S): 0.66, atom 86 (O): -0.23, atom 87 (O): -0.22, atom 88 (O): -0.19, atom 89 (H): 0.14, atom 90 (H): 0.13, atom 91 (H): 0.13, atom 92 (H): 0.13, atom 93 (C): -0.17, atom 94 (C): -0.17, atom 95 (O): -0.19, atom 96 (S): 0.65, atom 97 (O): -0.25, atom 98 (O): -0.22, atom 99 (O): -0.21



Entry 3:
ORCA calculation (the ωB97M-V functional and the def2-TZVPD basis) on a structure of composition C28H30FeNSi.

Summary:
- Molecular weight: 464.49 g/mol
- F_max: 0.0119 hartree/bohr
- ΔE to the lowest compared entry with this formula, charge and spin: 0.0 kcal/mol
- Frontier orbital gap (alpha / beta): 0.234 / 0.229 hartree
- Highest occupied orbital energy (alpha / beta): -0.126 / -0.121 hartree
- Net charge: -1

XYZ file:
```
61
C28H30FeNSi the ωB97M-V functional and the def2-TZVPD basis
Fe -0.0921 0.1127 -0.6786
C -0.1452 -2.5741 -1.9248
N -1.0906 -1.6003 -1.3830
C -1.9675 -2.2339 -0.3968
C -1.9064 -1.0071 -2.4654
C -2.5687 0.2442 -1.9520
C -3.8389 0.6279 -2.3352
C -4.3519 1.8471 -1.8826
C -3.5721 2.6300 -1.0467
C -2.3082 2.2060 -0.6396
C -1.7609 0.9937 -1.0700
H -0.6688 -3.4131 -2.4060
H 0.4716 -2.9662 -1.1147
H 0.5017 -2.0777 -2.6465
H -2.5021 -3.0849 -0.8447
H -2.6879 -1.5013 -0.0388
H -1.3748 -2.5862 0.4477
H -2.6266 -1.7425 -2.8543
H -1.2005 -0.7587 -3.2636
H -4.4288 -0.0079 -2.9901
H -5.3441 2.1713 -2.1736
H -3.9587 3.5780 -0.6854
H -1.7518 2.8347 0.0516
C 0.8184 -3.3903 4.2573
C -0.4936 -2.9578 4.3910
C -0.9687 -1.9204 3.5969
C -0.1614 -1.2882 2.6467
C 1.1512 -1.7541 2.5253
C 1.6425 -2.7819 3.3197
Si -0.8193 0.1253 1.5195
C -0.3150 1.7090 2.4711
C -1.2158 2.4441 3.2457
C -0.8346 3.6026 3.9120
C 0.4739 4.0570 3.8260
C 1.3902 3.3463 3.0616
C 0.9930 2.1974 2.3914
H 1.1954 -4.1968 4.8753
H -1.1492 -3.4261 5.1167
H -1.9956 -1.5903 3.7170
H 1.8067 -1.3026 1.7854
H 2.6685 -3.1119 3.2018
H -2.2881 0.0636 1.8607
H -2.2425 2.1021 3.3235
H -1.5625 4.1510 4.4995
H 0.7761 4.9594 4.3443
H 2.4143 3.6920 2.9781
H 1.7218 1.6705 1.7810
C 1.6277 0.3164 -1.4925
C 2.6479 0.2112 -2.5225
C 2.9864 1.3045 -3.3372
C 3.9068 1.1781 -4.3634
C 4.5292 -0.0386 -4.6220
C 4.2120 -1.1287 -3.8218
C 3.2936 -1.0083 -2.7905
H 1.5478 1.3129 -1.0072
H 1.7673 -0.4544 -0.6712
H 2.5065 2.2602 -3.1613
H 4.1393 2.0464 -4.9701
H 5.2473 -0.1322 -5.4270
H 4.6868 -2.0882 -3.9952
H 3.0693 -1.8708 -2.1721
```

Partial charges, Löwdin, in e: atom 1 (Fe): 0.27, atom 2 (C): -0.09, atom 3 (N): -0.34, atom 4 (C): -0.10, atom 5 (C): -0.16, atom 6 (C): -0.26, atom 7 (C): -0.07, atom 8 (C): -0.13, atom 9 (C): -0.12, atom 10 (C): -0.13, atom 11 (C): -0.22, atom 12 (H): 0.09, atom 13 (H): 0.09, atom 14 (H): 0.07, atom 15 (H): 0.09, atom 16 (H): 0.07, atom 17 (H): 0.08, atom 18 (H): 0.12, atom 19 (H): 0.12, atom 20 (H): 0.10, atom 21 (H): 0.08, atom 22 (H): 0.09, atom 23 (H): 0.08, atom 24 (C): -0.12, atom 25 (C): -0.11, atom 26 (C): -0.12, atom 27 (C): -0.32, atom 28 (C): -0.12, atom 29 (C): -0.11, atom 30 (Si): 0.67, atom 31 (C): -0.32, atom 32 (C): -0.12, atom 33 (C): -0.11, atom 34 (C): -0.12, atom 35 (C): -0.11, atom 36 (C): -0.12, atom 37 (H): 0.09, atom 38 (H): 0.09, atom 39 (H): 0.09, atom 40 (H): 0.08, atom 41 (H): 0.09, atom 42 (H): -0.01, atom 43 (H): 0.09, atom 44 (H): 0.09, atom 45 (H): 0.09, atom 46 (H): 0.09, atom 47 (H): 0.09, atom 48 (C): -0.20, atom 49 (C): -0.31, atom 50 (C): -0.07, atom 51 (C): -0.12, atom 52 (C): -0.14, atom 53 (C): -0.12, atom 54 (C): -0.08, atom 55 (H): 0.05, atom 56 (H): 0.05, atom 57 (H): 0.11, atom 58 (H): 0.09, atom 59 (H): 0.08, atom 60 (H): 0.09, atom 61 (H): 0.10